1.
Here is a cluster of 2 separate species, C5H15NO in total at a distorted geometry from the OMol25 dataset. Energies are from wB97M-V/def2-TZVPD.

Summary:
**SMILES**: CC[C@@H](C)CN.O
**Energy relative to the best compared isomer or geometry (same formula, charge and spin)**: 87.24 kJ/mol
**Energy**: -8965.4544 eV
**HOMO-LUMO gap**: 9.806 eV

Atoms and positions in Å:
H1 1.7471 -1.2364 -1.3019
H2 0.7263 2.0131 1.5955
H3 -0.1427 -0.8090 0.9268
H4 -0.9089 -2.2590 -0.3319
C1 0.7427 0.8261 -0.1530
H5 0.0483 -3.0320 -1.6818
C2 1.7637 -0.3972 1.7900
H6 1.7640 -1.3787 2.2774
C3 1.1366 -1.6096 -0.4757
N1 0.5304 2.0585 0.5985
H7 -0.0215 0.8773 -0.9340
O1 -4.9106 2.4283 -0.9908
H8 1.3839 0.2774 2.5444
C4 0.8498 -0.5116 0.5690
H9 2.7940 -0.2201 1.4876
H10 1.6359 -2.4718 -0.0332
H11 1.6214 0.9751 -0.8025
H12 -0.6025 -1.3830 -1.7990
H13 -0.4389 2.3729 0.6240
C5 -0.1755 -2.1239 -1.1286
H14 -4.0693 2.8879 -1.0746
H15 -5.4741 2.7160 -1.7060

Cartesian forces, eV/Å:
0.383 0.034 0.261
0.585 -0.312 -0.293
-0.057 0.405 0.338
-0.086 -0.532 -0.185
-0.066 0.963 -1.130
-0.359 -0.132 0.003
0.013 -1.639 -0.549
0.104 0.033 0.039
-0.399 -0.047 -0.289
-0.582 0.550 1.103
-0.362 -0.677 0.178
0.200 -0.266 0.458
0.146 0.469 -0.043
-0.750 0.221 -0.233
0.076 0.453 0.179
0.165 0.086 0.133
0.376 -0.176 0.592
0.041 0.057 -0.201
0.157 -0.343 -0.525
0.611 0.585 0.626
-0.179 0.054 -0.173
-0.016 0.215 -0.288


2.
Here is a cluster of 2 separate species, C4H10N in total at a distorted geometry from the OMol25 dataset. Energies are from wB97M-V/def2-TZVPD.

Summary:
**Energy relative to the best compared isomer or geometry (same formula, charge and spin)**: 192.70 kJ/mol
**Expectation value of S²**: 0.762
**Multiplicity**: 2
**Energy**: -5796.0755 eV
**HOMO-LUMO gap (spin up / spin down)**: 10.103 / 9.170 eV

Atoms and positions in Å:
C1 -0.2009 -0.7500 -0.4522
H1 -4.3322 0.8568 -1.4160
N1 -3.7966 0.2340 -0.8361
H2 1.3347 0.0946 -1.6488
H3 -1.0270 -0.0902 -0.7608
H4 -2.8169 0.3517 -1.0150
H5 3.1142 -0.6320 -0.0063
H6 2.2826 1.5134 1.1576
C2 1.0738 -0.4449 -0.7324
H7 1.8977 0.3998 2.5625
C3 2.0834 -0.5220 0.3818
C4 1.7784 0.5927 1.5004
H8 1.9554 -1.4869 0.9011
H9 0.7137 0.6183 1.2363
H10 -4.0604 -0.7353 -0.8721

Cartesian forces, eV/Å:
1.107 1.781 -0.953
-0.173 -0.298 -0.198
0.107 0.375 0.662
-0.102 -0.197 0.047
-0.049 -1.157 -0.114
0.029 -0.066 -0.162
-0.333 0.730 0.274
-0.420 -0.159 0.578
-1.246 0.051 1.160
0.472 -0.422 -0.234
1.203 -1.566 1.299
-0.333 -0.251 -2.818
-0.209 0.183 -0.234
0.081 0.965 1.024
-0.136 0.029 -0.330


3.
Here is the molecule C11H11N3 at a distorted geometry from the OMol25 dataset. Energies are from wB97M-V/def2-TZVPD.

Summary:
**SMILES**: Cc1cnccc[nH]c2cnccc12
**Energy relative to the best compared isomer or geometry (same formula, charge and spin)**: 402.31 kJ/mol
**Energy**: -16051.8949 eV
**HOMO-LUMO gap**: 8.486 eV

Atoms and positions in Å:
C1 0.9764 -0.4115 -0.3692
C2 -1.0883 1.4815 0.5985
H1 -2.6894 1.8216 -0.6496
H2 4.0041 -0.7987 -1.6535
C3 -0.4416 -0.9314 -0.0709
H3 -0.9792 2.0123 -2.7201
C4 -1.6529 1.7788 -0.5770
H4 0.1480 -2.5588 1.2860
N1 -1.1407 0.1261 -2.1113
H5 -0.6364 -1.0950 2.0741
C5 2.5790 1.3092 0.1604
C6 -1.1590 1.3505 -1.8476
C7 1.2267 0.7920 0.2427
N2 0.2580 1.4907 0.8949
H6 0.6476 2.1531 1.7161
C8 -0.6585 -1.7395 1.2131
N3 3.5130 0.7117 -0.4999
C9 1.9984 -1.0093 -1.0879
C10 -1.4076 -0.7895 -1.0074
H7 -1.7208 1.5669 1.5325
H8 1.7828 -1.9017 -1.6329
C11 3.2089 -0.4346 -1.1437
H9 -2.4596 -1.2355 -1.0831
H10 2.8602 2.2905 0.7128
H11 -1.7087 -2.0036 1.3490

Cartesian forces, eV/Å:
-1.962 0.428 1.375
-1.589 2.675 1.726
-1.944 0.373 0.471
2.081 -1.477 -1.699
-0.317 -1.906 -1.173
-0.023 -0.078 0.711
0.988 -0.073 1.279
-1.652 1.005 0.199
-0.151 -2.763 0.290
1.075 0.577 0.498
-1.492 1.419 1.375
0.525 0.982 -2.042
2.627 0.736 -0.574
1.793 1.808 3.284
-1.678 -2.162 -2.642
0.924 -0.224 -0.740
0.580 -0.252 -0.214
-1.511 -0.788 -0.196
0.264 0.473 -0.970
0.566 -0.135 -1.194
0.017 -0.574 -0.207
-0.353 2.054 1.475
1.730 0.549 0.660
-0.595 -1.624 -0.931
0.096 -1.020 -0.762


4.
Here is the molecule C28H47Br2NO3S2Si at a distorted geometry from the OMol25 dataset. Energies are from wB97M-V/def2-TZVPD.

Summary:
**SMILES**: [H]/N=C\C[C@]1(CSCC)C[C@H](CCCCCCCC[Si](C)(C)c2ccccc2)S(=O)(=O)O[C@@H]1[C@@H](Br)[C@H](C)Br
**Energy**: -207063.5653 eV
**HOMO-LUMO gap**: 9.380 eV

Atoms and positions in Å:
H1 2.1861 0.3417 0.3696
Br1 7.0765 0.8903 -2.4419
H2 -2.4718 2.4848 0.0140
H3 5.7249 -1.9374 0.3176
H4 -3.8831 -2.0162 -3.2675
H5 1.6623 0.3154 2.3988
C1 -6.8606 4.3226 0.1633
H6 5.9981 4.2308 0.0016
H7 0.4913 -1.4789 4.3082
C2 -4.8547 -1.7225 0.0389
Br2 8.1925 2.3165 0.4554
C3 -2.6857 1.4128 -0.1173
H8 -7.7083 4.5562 -0.4791
C4 -3.8545 0.3985 2.4877
S1 3.0299 -0.4703 -2.8442
C5 -5.2424 4.9252 1.7973
C6 5.8383 3.3912 -0.6854
H9 1.1200 0.0233 -1.5364
S2 3.6920 -0.9878 2.8594
H10 5.7854 2.0869 1.0502
C7 6.1035 0.8105 -0.7283
H11 -6.3688 -0.2183 0.1499
H12 0.7447 -2.0299 -2.7323
H13 -3.3172 1.1585 3.0682
H14 1.8520 -2.9547 -1.7365
H15 0.2670 -2.2179 0.3067
C8 -5.2112 2.7368 0.8570
H16 -1.8414 -1.4577 -0.1690
H17 -0.1966 -3.4528 -0.8449
Si1 -4.3341 1.0537 0.7827
H18 5.4986 -0.0395 1.6408
C9 6.2562 2.1154 0.0674
H19 -3.1266 -0.4119 2.3157
C10 -3.5437 -1.8376 -2.2369
H20 -6.7140 2.3139 -0.6122
C11 -4.5540 -2.4979 -1.2707
H21 1.9677 0.2394 4.1269
C12 1.1819 -2.0942 -1.7258
O1 2.4899 0.4706 -3.7755
H22 2.0732 -1.3841 0.6108
C13 -4.6700 3.6707 1.7350
C14 4.5762 0.4554 -1.0038
C15 2.0260 -0.3358 3.1970
H23 -1.5931 -2.3089 -3.1013
H24 4.9782 -2.1510 -1.2582
C16 -5.3201 -0.2370 -0.1884
H25 -2.0974 -3.4935 -1.8930
N1 3.6616 -4.1442 -0.4955
H26 -2.8221 1.2345 -1.1895
H27 -3.8126 3.4159 2.3551
H28 -4.8046 5.6706 2.4609
H29 6.5243 3.5258 -1.5257
H30 4.0387 1.4109 -0.8923
H31 4.7858 3.3652 -0.9867
H32 1.5361 -2.4985 3.2980
C17 0.0244 -2.3801 -0.7516
C18 -2.1094 -2.4242 -2.1366
O2 4.4970 -0.0220 -2.3483
C19 4.4198 -0.0554 1.4672
H33 -1.8356 0.8771 0.3162
H34 -5.4980 -2.7427 -1.7758
H35 0.2535 -1.4944 2.5796
H36 -4.6753 -0.0564 3.0539
H37 -3.9747 -1.7960 0.6903
H38 -3.4801 -0.7516 -2.1037
H39 4.0185 0.9672 1.5410
C20 4.7522 -1.9661 -0.1993
H40 -1.0039 -0.6457 -1.5229
H41 -5.6721 -2.2651 0.5313
H42 -6.7419 6.2653 1.0529
C21 3.9710 -3.1868 0.2844
H43 3.6713 -3.3164 1.3281
C22 1.0307 -1.5289 3.3552
C23 4.0592 -0.5904 0.0336
O3 3.2091 -1.7381 -3.4930
C24 -6.3065 3.0538 0.0736
H44 -4.1137 -3.4661 -0.9820
H45 6.5836 -0.0090 -0.1897
C25 1.8926 -0.7519 -1.4563
C26 -1.2932 -1.6204 -1.1059
H46 3.9984 -3.9555 -1.4456
C27 2.5211 -0.6248 -0.0367
C28 -6.3229 5.2631 1.0060
H47 -5.3455 -0.0037 -1.2616

Cartesian forces, eV/Å:
0.061 -0.193 -0.132
0.043 0.102 0.480
-0.054 -0.220 -0.102
-0.212 -0.104 -0.067
-0.072 0.186 0.232
0.333 -0.052 0.080
-0.635 -0.329 -0.916
-0.196 -0.091 -0.219
0.240 0.002 -0.120
-0.055 0.053 -0.692
-0.369 -0.044 0.338
-0.445 0.500 0.440
0.109 0.116 0.198
0.176 -0.340 -0.278
-0.677 -1.475 -2.779
0.721 0.627 0.641
0.506 -0.205 0.656
0.394 0.028 -0.271
0.407 0.041 0.198
0.058 -0.286 -0.219
-0.657 -0.229 -0.402
0.199 0.315 -0.146
0.163 -0.106 0.160
-0.320 -0.116 0.054
0.167 0.394 0.052
0.227 0.013 -0.266
0.600 -1.486 0.270
-0.137 0.031 -0.333
0.155 0.181 0.180
0.443 0.098 -0.439
-0.206 -0.059 0.054
0.609 0.549 -0.821
-0.148 0.190 0.023
0.131 -0.822 -0.604
-0.031 0.153 0.102
0.354 0.015 0.418
0.581 0.015 -0.219
-0.455 -0.116 -0.098
-0.020 1.440 1.069
0.381 -0.012 -0.118
-0.363 0.142 -0.196
1.456 0.385 0.950
-0.953 -0.373 0.078
-0.200 -0.158 0.130
-0.160 0.235 0.163
-0.322 -0.643 0.489
-0.208 0.199 0.029
0.121 0.264 0.291
0.361 -0.081 0.160
-0.129 0.116 -0.072
-0.165 -0.092 -0.090
-0.458 0.026 -0.084
-0.245 -0.378 -0.169
0.230 0.029 -0.119
-0.101 0.192 0.010
-0.562 0.061 -0.174
-0.067 1.272 0.178
-1.528 -0.118 0.789
-1.087 0.237 -0.400
-0.141 -0.154 -0.363
0.178 0.277 0.017
0.270 -0.103 0.058
0.102 0.363 0.038
-0.167 0.113 -0.060
-0.112 -0.167 -0.023
0.302 -0.150 0.078
-0.065 -0.112 0.353
-0.429 -0.053 0.119
0.305 0.125 0.130
0.052 -0.172 0.018
0.124 -0.480 -0.754
0.174 0.400 -0.159
-0.206 0.224 -0.115
0.178 -0.072 0.585
0.852 -0.550 0.901
0.004 0.104 0.066
-0.284 0.127 -0.041
-0.050 0.166 -0.179
0.029 -0.022 0.928
1.137 -0.918 0.229
-0.108 -0.016 0.048
-0.058 0.485 -0.642
-0.158 0.452 0.177
0.077 0.053 0.220